C33H32BrGaN4O4PS as an isolated structure. Source: the Open Molecules 2025 dataset; level of theory: ωB97M-V with the def2-TZVPD basis set.

Values from the calculation:
Maximum force = 0.58 eV/A
Lowest unoccupied orbital energy = -2.93 eV
Electronic energy = -7034.92666 a.u.
Charge = +1
Multiplicity = 1
Molecular weight = 761.31 g/mol

Geometry as XYZ:
```
77
Properties=species:S:1:pos:R:3:forces:R:3:lowdin_charge:R:1
Ga 1.045 -0.772 -0.068 0.16 0.15 -0.47 0.0711
O 3.070 3.044 -3.048 -0.11 -0.02 0.03 0.0577
C 4.227 2.432 -2.643 0.26 -0.09 0.12 -0.2690
C 5.483 2.852 -3.054 -0.06 0.10 -0.07 -0.0162
C 6.614 2.200 -2.588 0.04 -0.03 0.01 -0.0755
C 6.497 1.140 -1.701 0.00 -0.01 0.02 -0.0782
C 5.237 0.728 -1.293 -0.01 0.03 0.00 -0.0205
C 4.097 1.357 -1.767 -0.16 -0.04 -0.01 -0.0979
C 2.713 0.838 -1.437 0.09 -0.15 -0.26 -0.3657
O 2.738 -0.352 -0.757 -0.04 0.18 0.13 -0.1803
N 1.986 1.839 -0.609 0.13 0.17 -0.09 0.0829
N 1.222 1.360 0.335 -0.30 -0.36 0.14 -0.0468
C 0.592 2.028 1.232 0.19 0.31 -0.27 -0.1581
C -0.022 1.344 2.344 -0.14 -0.49 0.28 -0.5617
Br 0.759 -0.405 2.673 -0.04 0.32 0.25 0.9060
C -0.941 1.766 3.218 0.16 -0.23 -0.03 -0.0935
C -1.686 3.021 3.214 -0.09 0.35 0.09 -0.2232
C -2.232 3.443 4.432 0.11 -0.09 -0.09 -0.0241
C -2.916 4.640 4.529 -0.05 0.06 0.02 -0.0623
C -3.087 5.437 3.405 -0.01 -0.06 0.04 -0.0665
C -2.586 5.014 2.182 -0.01 0.07 -0.04 -0.0670
C -1.895 3.818 2.084 0.10 -0.01 0.05 -0.0704
H 3.267 3.712 -3.713 0.02 0.04 -0.03 0.1154
H 5.576 3.685 -3.742 0.00 0.00 0.01 0.1181
H 7.592 2.525 -2.918 -0.02 0.02 -0.01 0.1098
H 7.382 0.635 -1.337 0.00 0.02 0.02 0.1045
H 5.112 -0.090 -0.597 0.01 -0.03 -0.03 0.1103
H 2.156 0.750 -2.383 0.01 -0.06 0.07 0.1459
H 2.029 2.823 -0.836 -0.11 0.02 0.12 0.1601
H 0.600 3.115 1.238 0.05 -0.01 0.02 0.1405
H -1.147 1.120 4.064 -0.01 -0.01 -0.02 0.1107
H -2.098 2.824 5.311 -0.01 0.01 0.01 0.1181
H -3.318 4.954 5.483 0.00 0.00 -0.01 0.1114
H -3.621 6.374 3.481 0.00 0.00 -0.02 0.1102
H -2.739 5.621 1.299 0.00 -0.02 -0.01 0.1112
H -1.549 3.488 1.113 0.04 0.09 0.02 0.0956
O -0.923 -1.905 -3.282 0.06 0.11 0.25 0.0688
C -0.842 -1.161 -2.323 -0.14 -0.10 -0.19 -0.6570
O 0.301 -0.757 -1.826 0.11 -0.09 0.03 -0.0888
C -2.068 -0.635 -1.594 0.23 -0.23 0.15 -0.2029
P -1.759 -0.861 0.209 -0.37 -0.33 -0.18 1.0702
C -1.872 -2.664 0.471 0.10 0.05 -0.02 -0.4134
C -1.685 -3.115 1.780 0.01 0.04 -0.05 -0.1375
C -1.612 -4.470 2.054 0.03 0.01 0.08 -0.0703
C -1.703 -5.392 1.022 0.02 -0.04 -0.04 -0.0699
C -1.910 -4.955 -0.276 0.00 -0.03 -0.08 -0.0670
C -2.007 -3.597 -0.554 -0.14 0.10 0.09 -0.0878
C -3.331 -0.256 0.919 0.23 0.03 0.03 -0.3390
C -4.398 -1.120 1.159 -0.02 0.07 0.02 -0.0720
C -5.611 -0.610 1.597 0.00 -0.02 0.01 -0.0637
C -5.765 0.754 1.799 -0.02 -0.02 0.00 -0.0658
C -4.702 1.614 1.567 0.00 0.09 0.01 -0.0620
C -3.487 1.111 1.131 0.00 -0.08 -0.05 -0.1017
H -2.981 -1.122 -1.930 0.02 -0.02 -0.03 0.1063
H -2.152 0.438 -1.771 0.01 0.03 0.04 0.1073
H -1.601 -2.395 2.588 0.02 -0.03 0.01 0.0894
H -1.472 -4.809 3.072 0.00 0.01 0.00 0.1119
H -1.622 -6.451 1.229 -0.01 0.01 0.01 0.1103
H -2.004 -5.671 -1.083 -0.04 0.01 0.03 0.1117
H -2.227 -3.283 -1.564 0.13 0.03 -0.10 0.0994
H -4.285 -2.183 1.001 -0.02 -0.01 0.00 0.1050
H -6.440 -1.284 1.774 0.00 0.01 0.01 0.1108
H -6.716 1.145 2.136 0.01 0.01 0.01 0.1101
H -4.820 2.679 1.725 0.03 0.02 0.02 0.1076
H -2.656 1.784 0.954 -0.14 -0.15 -0.05 0.0717
S 1.588 -3.022 0.378 -0.34 0.32 0.13 0.8017
C 2.219 -3.212 -1.226 0.16 -0.08 0.00 -0.7341
N 1.516 -3.572 -2.279 0.00 -0.04 -0.23 0.0783
C 2.298 -3.465 -3.513 -0.10 0.00 -0.04 -0.0826
C 3.722 -3.198 -2.979 0.07 -0.05 -0.07 -0.0862
N 3.492 -3.062 -1.541 0.06 -0.12 -0.11 0.0634
H 0.509 -3.586 -2.305 -0.13 0.13 0.16 0.1282
H 1.906 -2.642 -4.110 0.02 0.01 0.00 0.1261
H 2.227 -4.386 -4.087 0.05 0.02 0.00 0.1253
H 4.153 -2.286 -3.389 -0.01 0.02 0.05 0.1252
H 4.400 -4.028 -3.179 -0.02 0.01 0.01 0.1229
H 4.163 -2.678 -0.900 -0.08 0.10 0.09 0.1477
```
Forces are in eV/Å.

C33H32BrN5O3RuS as an isolated structure. Source: the Open Molecules 2025 dataset; level of theory: ωB97M-V with the def2-TZVPD basis set.

Values from the calculation:
Maximum force = 1.81 eV/A
Lowest unoccupied orbital energy (alpha / beta) = 2.24 / 2.23 eV
Electronic energy = -4843.39380 a.u.
Charge = -1
Multiplicity = 2
Molecular weight = 759.69 g/mol

Geometry as XYZ:
```
76
Properties=species:S:1:pos:R:3:forces:R:3:lowdin_charge:R:1
Ru 1.390 1.461 0.127 0.42 1.66 -0.58 1.0371
N 3.306 0.846 -0.480 0.00 -0.28 -0.07 -0.0813
C 4.363 1.882 -0.600 0.02 -0.10 0.01 -0.2152
C 4.140 3.086 0.308 -0.05 -0.06 0.07 -0.1287
C 3.048 4.051 -0.177 0.11 -0.01 -0.16 -0.6883
O 3.301 5.251 -0.213 -0.04 0.00 0.04 -0.0020
O 1.933 3.509 -0.516 -0.04 -0.17 0.42 -0.1496
H 3.604 0.093 0.130 -0.02 0.00 0.02 0.0773
H 3.130 0.396 -1.374 0.11 -0.02 -0.01 0.0783
H 4.409 2.199 -1.643 -0.03 0.05 0.01 0.1199
H 5.327 1.428 -0.356 0.02 0.01 -0.07 0.1085
H 5.070 3.645 0.407 0.00 0.01 -0.01 0.1084
H 3.858 2.721 1.301 0.05 0.05 0.03 0.0921
C 0.808 -0.208 -0.528 -0.08 -0.56 0.63 -0.1844
C 0.636 -1.352 -0.999 0.17 0.13 -0.13 -0.1288
C 0.445 -2.614 -1.508 -0.22 -0.12 -0.06 -0.1759
C -0.795 -3.332 -1.165 0.14 0.10 0.02 -0.1729
C -1.378 -4.297 -1.997 -0.08 -0.01 -0.03 -0.0562
C -2.553 -4.944 -1.639 0.05 0.02 -0.02 -0.1080
C -3.183 -4.646 -0.439 -0.03 0.00 0.02 -0.1237
C -2.630 -3.672 0.387 0.00 0.01 -0.01 -0.1189
C -1.464 -3.017 0.029 0.00 -0.08 0.01 -0.0339
C 1.472 -3.217 -2.363 -0.03 0.08 0.05 -0.1824
C 1.653 -4.604 -2.481 0.06 -0.03 0.01 -0.0545
C 2.657 -5.136 -3.276 -0.02 0.02 0.01 -0.1070
C 3.521 -4.306 -3.978 0.03 -0.01 -0.02 -0.1251
C 3.371 -2.929 -3.861 -0.02 0.00 0.02 -0.1066
C 2.368 -2.397 -3.069 0.01 -0.01 -0.04 -0.0441
H -0.923 -4.523 -2.952 0.03 -0.02 0.01 0.1054
H -2.979 -5.682 -2.308 -0.01 0.00 0.00 0.0919
H -4.089 -5.165 -0.150 -0.01 0.01 -0.01 0.0866
H -3.108 -3.426 1.330 0.01 -0.01 0.01 0.0968
H -1.049 -2.245 0.664 -0.01 0.00 -0.01 0.1000
H 1.023 -5.273 -1.912 -0.03 0.00 -0.02 0.1049
H 2.770 -6.212 -3.338 0.01 0.00 0.01 0.0929
H 4.302 -4.725 -4.601 0.00 0.00 0.00 0.0867
H 4.037 -2.263 -4.397 0.00 0.00 -0.01 0.0928
H 2.244 -1.324 -2.991 -0.01 0.00 0.00 0.0940
C -4.884 1.702 2.153 -0.02 0.05 -0.07 -0.0995
N -3.537 1.338 1.798 0.05 -0.08 0.11 0.0281
C -3.165 0.271 1.025 -0.11 0.07 -0.15 -0.5970
N -4.198 -0.511 0.545 0.02 0.03 0.00 0.1794
O -2.005 0.066 0.726 -0.16 -0.15 0.22 0.0309
H -4.873 2.697 2.592 0.01 0.00 0.01 0.0813
H -5.328 1.018 2.885 0.00 0.00 0.00 0.0775
H -5.529 1.740 1.270 0.00 0.00 0.00 0.0816
H -2.767 1.911 2.100 -0.01 0.02 -0.01 0.1147
H -5.067 -0.558 1.046 0.00 -0.02 0.01 0.0771
H -3.880 -1.366 0.115 0.00 -0.02 0.02 0.0800
N 0.419 3.711 2.397 0.00 0.09 -0.01 0.1214
C -0.444 3.568 1.360 0.02 -0.01 0.02 -0.6877
N -0.428 2.584 0.516 -0.02 -0.31 -0.16 -0.0193
C -1.456 2.712 -0.421 -0.03 0.07 0.01 -0.3018
C -1.694 1.851 -1.489 0.02 0.01 -0.02 -0.0161
C -2.761 2.115 -2.326 0.01 0.01 -0.01 -0.0742
C -3.589 3.223 -2.126 -0.01 0.00 0.02 -0.1044
C -3.352 4.095 -1.078 -0.01 -0.01 -0.01 -0.1085
C -2.281 3.823 -0.238 0.03 0.02 -0.01 -0.4824
S -1.736 4.732 1.146 -0.04 -0.05 0.05 1.0709
H 1.214 3.083 2.367 -0.03 -0.04 0.02 0.0721
H 0.621 4.652 2.690 0.03 0.00 -0.03 0.0974
H -1.052 0.991 -1.625 -0.03 -0.03 0.03 0.0859
H -2.958 1.446 -3.154 -0.01 0.00 0.00 0.1017
H -4.418 3.406 -2.797 0.00 0.00 0.00 0.0938
H -3.978 4.964 -0.922 0.00 0.00 0.00 0.0996
Br 1.954 -0.815 6.465 0.00 0.00 -0.01 0.6509
C 1.815 -0.194 4.665 -0.03 0.00 0.01 -0.7154
C 2.955 -0.033 3.907 0.00 0.01 0.00 -0.1594
C 2.838 0.419 2.593 0.06 0.15 0.04 -0.1320
C 1.608 0.744 1.996 -0.26 -0.42 -0.22 -0.2816
C 0.481 0.538 2.823 -0.02 -0.03 -0.07 -0.1222
C 0.567 0.085 4.128 0.05 0.00 0.02 -0.1446
H 3.928 -0.256 4.327 0.00 -0.01 0.00 0.0903
H 3.771 0.537 2.051 -0.01 0.02 0.00 0.0698
H -0.498 0.718 2.396 -0.01 -0.05 0.00 0.0637
H -0.326 -0.064 4.721 0.00 0.01 0.00 0.0919
```
Forces are in eV/Å.

C33H32BrN5O3STi as an isolated structure. Source: the Open Molecules 2025 dataset; level of theory: ωB97M-V with the def2-TZVPD basis set.

Values from the calculation:
Maximum force = 0.61 eV/A
Lowest unoccupied orbital energy (alpha / beta) = -2.85 / -2.93 eV
Electronic energy = -5597.82509 a.u.
Charge = +1
Multiplicity = 2
Molecular weight = 706.49 g/mol

Geometry as XYZ:
```
76
Properties=species:S:1:pos:R:3:forces:R:3:lowdin_charge:R:1
Ti -0.106 -0.050 -0.377 -0.36 0.47 -0.16 1.0139
C -0.324 3.344 -3.441 -0.05 0.01 0.07 -0.0032
C 0.033 2.184 -2.577 0.09 -0.05 -0.08 -0.2326
N -0.626 1.778 -1.556 0.05 -0.01 -0.07 -0.0050
N -1.730 2.497 -1.161 -0.04 -0.04 0.07 0.1053
C -2.094 2.037 0.005 0.12 -0.10 -0.05 -0.4551
O -1.465 1.054 0.579 -0.09 -0.03 0.12 -0.2212
C -3.255 2.620 0.700 -0.06 0.05 -0.01 -0.1512
C -3.653 2.099 1.928 0.02 -0.02 0.00 -0.0207
C -4.754 2.630 2.582 -0.02 0.00 0.03 -0.0706
C -5.459 3.681 2.015 0.02 0.01 -0.02 -0.0730
C -5.063 4.205 0.789 0.00 -0.02 0.03 -0.0679
C -3.965 3.677 0.133 0.00 0.00 -0.01 -0.0201
C 1.269 1.417 -2.819 -0.02 -0.07 0.10 -0.1915
C 2.125 1.667 -3.880 0.03 0.02 -0.05 0.0121
C 3.284 0.917 -3.999 0.00 -0.01 0.02 -0.0304
C 3.551 -0.056 -3.050 -0.01 0.02 -0.02 -0.0249
C 2.644 -0.240 -2.020 -0.01 -0.04 0.05 -0.1079
N 1.529 0.473 -1.900 0.07 0.00 -0.17 0.0402
H -1.245 3.800 -3.096 0.00 0.00 0.01 0.0720
H -0.449 3.014 -4.474 0.01 0.01 -0.01 0.0954
H 0.477 4.085 -3.422 -0.01 0.01 -0.01 0.0993
H -3.090 1.284 2.363 0.00 0.00 -0.01 0.1114
H -5.060 2.227 3.538 0.00 0.00 0.00 0.1053
H -6.317 4.096 2.528 0.00 0.00 0.00 0.1069
H -5.613 5.026 0.348 0.00 0.00 0.00 0.1070
H -3.647 4.075 -0.820 0.00 0.00 0.00 0.1098
H 1.892 2.440 -4.598 -0.02 0.00 0.01 0.1162
H 3.971 1.096 -4.814 -0.01 0.01 0.00 0.1183
H 4.450 -0.655 -3.092 0.00 0.00 0.00 0.1155
H 2.819 -0.981 -1.250 0.00 0.00 0.00 0.1064
O -4.138 -3.146 3.571 -0.05 -0.01 0.02 0.1124
C -3.214 -2.624 2.756 0.09 0.00 -0.02 -0.2975
C -1.868 -2.500 3.085 0.02 -0.01 0.04 0.0364
C -1.008 -1.950 2.161 -0.06 -0.01 -0.03 -0.0712
N -1.388 -1.530 0.944 -0.05 0.04 -0.01 -0.0201
C -2.687 -1.636 0.671 0.00 0.01 -0.06 -0.6851
Br -3.299 -0.968 -1.005 0.05 -0.09 0.10 0.9148
C -3.636 -2.172 1.508 -0.07 0.00 0.00 -0.0247
H -3.749 -3.415 4.413 0.01 0.01 -0.02 0.1286
H -1.488 -2.818 4.047 -0.01 0.00 0.00 0.1285
H 0.038 -1.833 2.403 0.01 0.00 0.00 0.1041
H -4.677 -2.226 1.225 0.00 0.00 0.00 0.1242
C 3.028 -3.745 2.489 0.01 0.01 0.02 -0.0924
C 2.374 -3.762 1.269 -0.02 0.03 -0.04 -0.0863
C 1.897 -2.582 0.711 0.00 -0.01 -0.02 -0.0736
C 2.036 -1.356 1.370 0.04 -0.12 0.04 -0.3429
C 2.711 -1.353 2.599 -0.06 0.07 0.00 -0.0300
C 3.198 -2.529 3.142 0.01 -0.04 0.01 -0.0712
N 1.458 -0.199 0.832 0.28 0.10 0.16 -0.0872
C 2.194 1.011 0.946 -0.01 -0.17 -0.05 -0.3074
C 3.583 1.044 0.769 0.00 0.04 0.03 -0.0480
C 4.260 2.250 0.759 0.01 0.01 0.00 -0.0733
C 3.573 3.450 0.917 -0.01 -0.01 0.01 -0.0890
C 2.202 3.424 1.109 0.02 0.00 -0.01 -0.0712
C 1.518 2.214 1.139 -0.01 0.02 0.01 -0.0332
H 3.410 -4.659 2.922 0.00 0.00 0.00 0.1026
H 2.246 -4.696 0.735 0.01 -0.01 0.01 0.1017
H 1.401 -2.599 -0.254 0.01 0.00 0.00 0.0691
H 2.836 -0.417 3.129 0.00 0.00 0.00 0.1233
H 3.712 -2.497 4.095 0.00 0.00 0.00 0.1086
H 4.128 0.117 0.642 0.00 0.00 0.00 0.1164
H 5.334 2.258 0.622 0.00 -0.01 0.00 0.1060
H 4.108 4.390 0.907 0.00 0.00 0.00 0.1025
H 1.657 4.347 1.260 0.00 0.00 0.00 0.1074
H 0.454 2.195 1.338 0.00 0.00 0.00 0.0966
C 0.595 -3.361 -3.509 -0.02 0.04 -0.01 -0.2222
S -0.802 -2.668 -2.633 0.02 -0.15 -0.05 0.9002
C -1.086 -4.027 -1.502 -0.02 0.05 0.01 -0.2185
O -0.171 -1.557 -1.822 0.07 -0.03 0.03 -0.6650
H 1.371 -3.635 -2.796 -0.01 0.00 0.01 0.0671
H 0.956 -2.589 -4.187 0.00 -0.01 0.00 0.0626
H 0.261 -4.227 -4.079 -0.01 0.00 0.00 0.0692
H -1.348 -4.906 -2.089 0.00 0.01 -0.02 0.0736
H -1.920 -3.753 -0.861 0.00 -0.01 0.00 0.0354
H -0.189 -4.205 -0.910 0.01 0.01 0.00 0.0589
```
Forces are in eV/Å.

ΔE to the lowest compared entry with this formula, charge and spin in kcal per mole, matching the order above: 21.2 41.6 0.0